i) Density functional theory data (the ωB97M-V functional and the def2-TZVPD basis) for one molecule with the formula C3H4ClNS.

Geometry as ORCA input:
```
! wB97M-V def2-TZVPD RIJCOSX def2/J DEFGRID3
* xyz 0 1
C -0.27 0.77 -0.13
C 0.09 -0.54 0.04
C 1.48 -1.03 0.14
H -1.76 2.11 0.07
H -2.22 0.31 -0.17
H 0.59 1.51 0.06
H 1.64 -2.14 0.58
N -1.57 1.17 -0.15
S 2.94 -0.26 -0.23
Cl -0.91 -1.91 -0.21
*
```

Results
SMILES: N/C=C(\Cl)C=S
HOMO-LUMO gap: 7.8544 eV
HOMO energy: -8.27 eV
LUMO energy: -0.42 eV

---

ii) Density functional theory data (the ωB97M-V functional and the def2-TZVPD basis) for a 2-piece molecular cluster, C3H4ClNS overall.

Geometry as ORCA input:
```
! wB97M-V def2-TZVPD RIJCOSX def2/J DEFGRID3
* xyz 0 1
C 0.76 -0.70 0.22
C -0.07 0.13 0.90
C -1.11 0.75 0.23
H 0.92 0.81 -2.00
H 1.18 -1.23 -1.75
H 1.30 -1.44 0.78
H -1.60 0.14 -0.78
N 0.51 -0.78 -1.10
S -2.07 2.04 0.88
Cl 0.19 0.29 2.62
*
```

Results
HOMO-LUMO gap: 6.2164 eV
HOMO energy: -8.58 eV
LUMO energy: -2.36 eV

---

iii) Density functional theory data (the ωB97M-V functional and the def2-TZVPD basis) for one molecule with the formula C3H4ClNS.

Geometry as ORCA input:
```
! wB97M-V def2-TZVPD RIJCOSX def2/J DEFGRID3
* xyz 0 1
C -0.82 -0.05 -0.83
C -0.05 0.17 0.51
C 1.42 0.20 0.29
H -0.84 -2.36 -0.19
H -0.55 0.76 -1.46
H -1.83 0.18 -0.58
H 0.03 -0.73 1.06
N 2.57 0.18 0.16
S -0.44 -1.71 -1.40
Cl -0.66 1.55 1.34
*
```

Results
SMILES: N#C[C@@H](Cl)CS
HOMO-LUMO gap: 10.3183 eV
HOMO energy: -9.91 eV
LUMO energy: 0.41 eV

---

Stability summary: most stable iii), least stable ii).

---

i) Density functional theory data (the ωB97M-V functional and the def2-TZVPD basis) for one molecule with the formula C3H3NO4.

Geometry as ORCA input:
```
! wB97M-V def2-TZVPD RIJCOSX def2/J DEFGRID3
* xyz 0 1
C -1.85 -0.14 -0.09
C -0.40 -0.04 0.02
C 1.78 -0.57 0.03
H -1.56 1.60 -0.08
H 2.21 -0.77 1.03
H 2.53 -0.94 -0.78
N 0.20 1.10 0.10
O -2.39 1.09 -0.08
O -2.50 -1.16 0.07
O 1.51 0.88 -0.08
O 0.48 -1.05 -0.16
*
```

Results
SMILES: O=C(O)C1=NOCO1
HOMO-LUMO gap: 9.8253 eV
HOMO energy: -10.08 eV
LUMO energy: -0.25 eV

---

ii) Density functional theory data (the ωB97M-V functional and the def2-TZVPD basis) for C3H3NO4 as an isolated structure.

Geometry as ORCA input:
```
! wB97M-V def2-TZVPD RIJCOSX def2/J DEFGRID3
* xyz 0 1
C -0.94 0.00 -0.18
C 1.47 -0.39 -0.15
C 0.26 0.58 -0.15
H -2.76 1.13 0.71
H -1.06 -2.05 -0.55
H 1.74 1.94 -0.27
N -0.63 -1.39 0.09
O -2.20 0.08 0.17
O 0.80 -1.53 0.03
O 2.65 -0.30 0.27
O 0.66 1.93 0.03
*
```

Results
HOMO-LUMO gap: 8.0696 eV
HOMO energy: -8.93 eV
LUMO energy: -0.86 eV

---

Stability summary: most stable i), least stable ii).

---

i) Density functional theory data (the ωB97M-V functional and the def2-TZVPD basis) for one molecule with the formula C3H3NO4.

Geometry as ORCA input:
```
! wB97M-V def2-TZVPD RIJCOSX def2/J DEFGRID3
* xyz 0 1
C -0.86 1.13 -0.14
C 1.25 0.70 -0.41
C 0.46 -0.73 0.36
N 0.62 -2.01 0.70
O -1.43 1.15 -1.37
O -0.95 1.98 0.70
O 2.32 1.06 -0.64
O -0.78 -0.30 0.26
H -1.90 1.99 -1.45
H -0.15 -2.68 0.72
H 1.41 -2.28 1.27
*
```

Results
SMILES: NC(=C=O)OC(=O)O
HOMO-LUMO gap: 8.0978 eV
HOMO energy: -7.97 eV
LUMO energy: 0.13 eV

---

ii) Density functional theory data (the ωB97M-V functional and the def2-TZVPD basis) for C3H3NO4 as an isolated structure.

Geometry as ORCA input:
```
! wB97M-V def2-TZVPD RIJCOSX def2/J DEFGRID3
* xyz 0 1
C -0.14 -0.72 -0.30
C -0.08 1.50 0.29
C -0.48 0.07 0.66
H 1.04 -2.70 -1.63
H 1.22 -0.05 -1.67
H -1.49 0.37 2.42
N 0.14 0.06 -1.45
O 0.36 -2.13 -0.33
O 0.01 1.42 -1.01
O -0.06 2.47 0.97
O -0.53 -0.29 2.04
*
```

Results
HOMO-LUMO gap: 7.3034 eV
HOMO energy: -9.43 eV
LUMO energy: -2.13 eV

---

Stability summary: most stable i), least stable ii).

---

i) Density functional theory data (the ωB97M-V functional and the def2-TZVPD basis) for a 2-piece molecular cluster, C9H10N2O3 overall.

Geometry as ORCA input:
```
! wB97M-V def2-TZVPD RIJCOSX def2/J DEFGRID3
* xyz 0 1
C -3.18 0.87 -0.18
C -3.01 -0.17 0.68
C -2.06 1.55 -0.65
C -1.80 -0.45 1.24
C -0.83 1.19 -0.16
C -0.70 0.28 0.90
C 0.52 1.67 -0.49
C 1.39 0.82 0.44
C 2.74 -1.62 -0.69
N 0.59 0.22 1.34
N 2.85 0.84 0.57
O 3.44 1.71 0.00
O 3.28 0.08 1.41
O 2.28 -0.41 -1.11
H -4.25 1.17 -0.38
H -3.84 -0.90 0.90
H -2.18 2.28 -1.51
H -1.60 -1.22 1.98
H 1.01 1.75 -1.40
H 0.52 2.75 -0.04
H 3.78 -1.78 -1.30
H 2.13 -2.50 -0.80
H 3.23 -1.56 0.35
H 0.85 -0.44 2.08
*
```

Results
HOMO-LUMO gap (spin up / spin down): 7.8454 / 7.8462 eV
HOMO energy (spin up / spin down): -8.42 / -8.42 eV
LUMO energy (spin up / spin down): -0.57 / -0.57 eV

---

ii) Density functional theory data (the ωB97M-V functional and the def2-TZVPD basis) for a 2-piece molecular cluster, C9H10N2O3 overall.

Geometry as ORCA input:
```
! wB97M-V def2-TZVPD RIJCOSX def2/J DEFGRID3
* xyz 0 1
C 3.57 -0.56 0.25
C 3.58 0.70 -0.23
C 2.30 -1.14 0.44
C 2.41 1.49 -0.44
C 1.19 -0.35 0.22
C 1.17 0.92 -0.33
C -0.26 -0.81 0.53
C -1.01 0.39 0.09
C -3.35 -1.66 -0.49
N -0.16 1.36 -0.40
N -2.29 0.64 0.38
O -3.13 -0.17 0.77
O -2.65 2.01 0.10
O -2.75 -1.15 -1.40
H 4.48 -0.87 0.63
H 4.56 1.06 -0.55
H 2.04 -2.19 0.86
H 2.61 2.49 -0.80
H -0.65 -1.72 0.06
H -0.37 -1.02 1.64
H -2.94 -2.38 0.19
H -4.51 -1.35 -0.35
H -3.40 2.01 -0.51
H -0.42 2.31 -0.66
*
```

Results
SMILES: [O-]/[N+](O)=C1\Cc2ccccc2N1.C=O
HOMO-LUMO gap: 8.4918 eV
HOMO energy: -7.83 eV
LUMO energy: 0.66 eV

---

Stability summary: most stable ii), least stable i).

---

i) Density functional theory data (the ωB97M-V functional and the def2-TZVPD basis) for a 5-piece molecular cluster, C10H15N5 overall.

Geometry as ORCA input:
```
! wB97M-V def2-TZVPD RIJCOSX def2/J DEFGRID3
* xyz 0 1
C -0.74 -0.48 -4.75
C -0.46 -1.43 -3.67
N -0.34 -2.23 -2.84
H -1.80 -0.57 -5.07
H -0.15 -0.80 -5.61
H -0.54 0.53 -4.42
C 1.71 1.25 -1.33
C 2.47 1.37 -2.58
N 2.91 1.25 -3.64
H 2.33 1.24 -0.44
H 1.37 0.22 -1.49
H 0.93 2.04 -1.22
C -0.06 -2.40 2.41
C -0.27 -1.76 3.69
N -0.43 -1.31 4.71
H -1.00 -2.29 1.83
H 0.19 -3.41 2.51
H 0.68 -1.78 1.87
C -1.96 -0.01 -0.31
C -2.45 0.87 -1.34
N -2.76 1.54 -2.23
H -1.42 -0.80 -0.81
H -2.77 -0.49 0.20
H -1.36 0.58 0.40
C 1.12 1.55 4.50
C 0.77 1.32 3.07
N 0.40 1.14 1.98
H 2.23 1.66 4.58
H 0.70 0.71 5.13
H 0.67 2.48 4.86
*
```

Results
SMILES: CC#N.CC#N.CC#N.CC#N.CC#N
HOMO-LUMO gap: 11.9850 eV
HOMO energy: -11.55 eV
LUMO energy: 0.43 eV

---

ii) Density functional theory data (the ωB97M-V functional and the def2-TZVPD basis) for one molecule with the formula C10H15N5.

Geometry as ORCA input:
```
! wB97M-V def2-TZVPD RIJCOSX def2/J DEFGRID3
* xyz 0 1
N -3.04 -1.59 2.59
N 0.63 -2.66 1.39
N -1.32 -3.28 2.57
C -1.91 -0.01 1.39
C -0.08 -3.53 2.12
C 0.07 -1.53 1.03
C -1.85 -2.06 2.25
C -1.16 -1.12 1.49
N -3.07 -0.32 2.07
N 0.92 -0.83 0.20
C 1.74 2.24 -0.27
C -0.15 2.34 -1.93
C 0.48 -0.54 -1.14
C 1.43 0.33 -1.95
C 1.32 1.85 -1.71
H -1.65 0.91 0.86
H 0.33 -4.49 2.42
H -3.90 0.29 2.07
H 1.80 -1.29 0.27
H 1.83 3.33 -0.21
H 2.69 1.82 -0.01
H 1.01 1.89 0.44
H -0.56 1.90 -2.87
H -0.17 3.44 -2.04
H -0.83 2.06 -1.12
H 0.30 -1.47 -1.65
H -0.48 -0.05 -1.00
H 1.23 0.14 -2.99
H 2.44 -0.06 -1.79
H 1.97 2.31 -2.47
*
```

Results
SMILES: CC(C)CCNc1ncnc2n[nH]cc12
HOMO-LUMO gap: 8.6427 eV
HOMO energy: -8.46 eV
LUMO energy: 0.18 eV

---

Stability summary: most stable ii), least stable i).